# 1
Molecular formula: C9H11ClCuN2O3
Method: DFT, ωB97M-V with the def2-TZVPD basis set

Molecular weight, g/mol: 294.2
Total energy, eV: -75792.878
Expectation value of S²: 0.758
Multiplicity: 2
Energy relative to the best compared isomer or geometry (same formula, charge and spin), eV: 0.000
Frontier orbital gap (alpha / beta), eV: 5.4 / 2.7

Atoms and positions in Å:
Cu (-4.86, -0.88, -0.43)
Cl (-2.40, -0.36, -0.48)
O (-3.58, 1.56, -3.41)
C (-4.88, 1.24, -3.11)
O (-5.77, 1.61, -3.88)
O (-5.15, 0.39, -2.26)
H (-3.01, 1.12, -2.77)
N (1.51, 0.81, 0.92)
C (2.71, 1.41, 0.75)
C (2.44, 2.67, 0.07)
C (1.02, 2.78, -0.05)
C (0.47, 1.62, 0.61)
H (1.46, -0.12, 1.31)
H (3.53, 0.84, 1.16)
H (3.11, 3.35, -0.43)
H (0.40, 3.63, -0.28)
H (-0.47, 1.21, 0.93)
N (0.35, -2.24, 0.59)
C (0.53, -2.01, 1.97)
C (1.88, -2.36, 2.21)
C (2.55, -2.48, 0.97)
C (1.55, -2.58, -0.02)
H (-0.54, -1.99, 0.20)
H (-0.33, -1.68, 2.53)
H (2.18, -2.30, 3.24)
H (3.60, -2.63, 0.75)
H (1.70, -2.60, -1.08)

---

# 2
Molecular formula: C15H17ClNO3P
Method: DFT, ωB97M-V with the def2-TZVPD basis set

SMILES: N[P@@](=O)(OCCCc1ccccc1)Oc1ccc(Cl)cc1
Molecular weight, g/mol: 325.7
Total energy, eV: -45278.177
Energy relative to the best compared isomer or geometry (same formula, charge and spin), eV: 0.000
Frontier orbital gap, eV: 9.8

Atoms and positions in Å:
N (0.62, 0.99, -1.31)
P (0.75, -0.65, -1.05)
O (1.75, -1.36, -1.82)
O (0.83, -0.73, 0.56)
C (1.25, -1.95, 1.17)
C (2.75, -2.17, 1.07)
C (3.57, -1.07, 1.75)
C (3.46, 0.25, 1.03)
C (2.86, 1.34, 1.63)
C (2.78, 2.56, 0.97)
C (3.30, 2.69, -0.31)
C (3.91, 1.60, -0.91)
C (3.99, 0.39, -0.25)
O (-0.71, -1.24, -1.38)
C (-1.85, -0.72, -0.82)
C (-2.45, 0.41, -1.38)
C (-3.62, 0.91, -0.84)
C (-4.19, 0.28, 0.26)
Cl (-5.66, 0.91, 0.93)
C (-3.61, -0.84, 0.82)
C (-2.43, -1.34, 0.28)
H (0.19, 1.49, -0.54)
H (1.52, 1.39, -1.53)
H (0.72, -2.79, 0.71)
H (0.94, -1.86, 2.22)
H (3.01, -2.23, 0.01)
H (2.98, -3.14, 1.54)
H (4.62, -1.38, 1.76)
H (3.24, -0.96, 2.78)
H (2.45, 1.25, 2.62)
H (2.31, 3.40, 1.45)
H (3.24, 3.64, -0.82)
H (4.33, 1.70, -1.91)
H (4.47, -0.45, -0.73)
H (-1.98, 0.88, -2.23)
H (-4.09, 1.78, -1.27)
H (-4.06, -1.32, 1.67)
H (-1.96, -2.21, 0.70)

---

# 3
Molecular formula: C43H41IN3O2PSn
Method: DFT, ωB97M-V with the def2-TZVPD basis set

Molecular weight, g/mol: 908.4
Total energy, eV: -77043.454
Frontier orbital gap, eV: 7.4

Atoms and positions in Å:
Sn (-0.43, 0.15, -0.25)
C (-3.06, -1.97, -0.46)
N (-1.66, -2.39, -0.55)
C (-1.41, -2.99, -1.86)
C (-0.03, -2.66, -2.42)
C (-0.05, -1.46, -3.34)
N (-0.55, -0.24, -2.68)
C (-0.73, 0.75, -3.47)
C (-1.31, 2.04, -3.24)
C (-1.34, 2.92, -4.34)
C (-1.95, 4.14, -4.27)
C (-2.56, 4.53, -3.07)
C (-2.56, 3.70, -1.98)
C (-1.93, 2.42, -2.02)
O (-1.97, 1.67, -0.97)
C (-1.35, -3.28, 0.57)
C (0.12, -3.70, 0.71)
C (1.09, -2.62, 1.24)
N (1.42, -1.60, 0.28)
C (2.60, -1.55, -0.20)
C (3.13, -0.60, -1.14)
C (4.36, -0.92, -1.73)
C (5.02, -0.07, -2.59)
C (4.44, 1.17, -2.87)
C (3.23, 1.52, -2.32)
C (2.53, 0.66, -1.43)
O (1.42, 1.10, -0.91)
H (-3.75, -2.81, -0.65)
H (-3.24, -1.17, -1.18)
H (-3.26, -1.58, 0.54)
H (-2.16, -2.59, -2.55)
H (-1.57, -4.08, -1.82)
H (0.36, -3.52, -2.98)
H (0.65, -2.44, -1.61)
H (-0.68, -1.67, -4.21)
H (0.97, -1.29, -3.71)
H (-0.46, 0.59, -4.53)
H (-0.86, 2.61, -5.26)
H (-1.97, 4.80, -5.14)
H (-3.04, 5.50, -3.01)
H (-3.02, 3.99, -1.05)
H (-1.95, -4.20, 0.47)
H (-1.66, -2.79, 1.49)
H (0.49, -4.10, -0.23)
H (0.14, -4.51, 1.44)
H (1.99, -3.13, 1.59)
H (0.62, -2.13, 2.10)
H (3.32, -2.32, 0.12)
H (4.80, -1.88, -1.50)
H (5.97, -0.34, -3.02)
H (4.95, 1.86, -3.53)
H (2.77, 2.48, -2.53)
I (3.03, 0.83, 2.53)
C (2.76, 1.10, 4.61)
C (3.93, 0.96, 5.31)
C (4.02, 1.25, 6.68)
C (2.92, 1.72, 7.32)
C (1.68, 1.84, 6.65)
C (0.58, 2.31, 7.39)
C (-0.65, 2.41, 6.82)
C (-0.81, 2.04, 5.48)
C (0.23, 1.59, 4.69)
P (-0.34, 1.01, 3.00)
C (-1.15, 2.57, 2.47)
C (-0.30, 3.41, 1.75)
C (-0.74, 4.64, 1.29)
C (-2.06, 5.02, 1.50)
C (-2.92, 4.18, 2.20)
C (-2.47, 2.96, 2.68)
C (-1.64, -0.14, 3.56)
C (-2.92, -0.24, 3.02)
C (-3.81, -1.21, 3.47)
C (-3.42, -2.13, 4.42)
C (-2.12, -2.09, 4.92)
C (-1.25, -1.10, 4.51)
C (1.54, 1.50, 5.25)
H (4.82, 0.64, 4.78)
H (4.96, 1.13, 7.20)
H (2.96, 2.00, 8.36)
H (0.73, 2.57, 8.43)
H (-1.51, 2.76, 7.39)
H (-1.80, 2.09, 5.06)
H (0.71, 3.09, 1.54)
H (-0.07, 5.28, 0.73)
H (-2.42, 5.97, 1.12)
H (-3.95, 4.47, 2.35)
H (-3.16, 2.35, 3.24)
H (-3.21, 0.44, 2.22)
H (-4.82, -1.23, 3.07)
H (-4.11, -2.90, 4.75)
H (-1.79, -2.83, 5.65)
H (-0.24, -1.07, 4.91)

---

# 4
Molecular formula: H9O5
Method: DFT, ωB97M-V with the def2-TZVPD basis set

Molecular weight, g/mol: 89.1
Total energy, eV: -10385.198
Net charge: -1
Energy relative to the best compared isomer or geometry (same formula, charge and spin), eV: 0.377
Frontier orbital gap, eV: 9.3

Atoms and positions in Å:
O (-0.91, -0.05, 1.18)
H (-0.38, -0.13, 1.96)
O (-1.42, 2.48, 1.59)
H (-0.77, 2.90, 2.12)
H (-1.27, 1.46, 1.68)
O (-0.47, -2.54, -0.04)
H (-1.36, -2.53, -0.38)
H (-0.49, -1.57, 0.20)
O (0.47, 0.78, -0.77)
H (0.53, 1.72, -0.60)
H (-0.23, 0.51, -0.04)
O (2.38, -0.69, -2.05)
H (1.67, -0.18, -1.62)
H (1.92, -1.47, -2.40)

---

# 5
Molecular formula: H28O14
Method: DFT, ωB97M-V with the def2-TZVPD basis set

Molecular weight, g/mol: 252.2
Total energy, eV: -29118.877
Energy relative to the best compared isomer or geometry (same formula, charge and spin), eV: 2.775
Frontier orbital gap, eV: 8.9

Atoms and positions in Å:
O (5.39, -19.15, -22.00)
H (6.14, -19.38, -21.50)
H (4.79, -19.89, -21.81)
O (7.10, -14.32, -17.95)
H (7.19, -13.91, -18.79)
H (6.27, -14.76, -17.98)
O (5.40, -16.77, -20.20)
H (6.22, -16.90, -19.73)
H (5.50, -17.23, -21.06)
O (5.78, -15.29, -24.12)
H (6.30, -15.40, -23.26)
H (5.58, -16.22, -24.31)
O (8.04, -17.27, -21.68)
H (8.15, -17.30, -22.64)
H (8.85, -17.01, -21.32)
O (5.32, -17.84, -24.43)
H (5.15, -18.53, -23.74)
H (6.29, -17.77, -24.48)
O (2.62, -18.54, -20.95)
H (3.46, -18.58, -20.45)
H (2.87, -18.66, -21.89)
O (7.45, -14.71, -22.05)
H (7.71, -15.46, -21.54)
H (7.10, -14.04, -21.39)
O (2.85, -16.34, -22.61)
H (3.48, -15.70, -22.22)
H (3.29, -16.67, -23.37)
O (4.40, -14.51, -21.44)
H (4.77, -15.08, -20.78)
H (3.67, -14.11, -20.95)
O (7.11, -17.83, -16.07)
H (7.16, -17.65, -17.01)
H (8.05, -17.85, -15.84)
O (7.47, -17.37, -18.67)
H (7.72, -17.96, -19.41)
H (8.21, -16.68, -18.78)
O (4.54, -18.92, -18.68)
H (4.80, -18.12, -19.16)
H (4.35, -18.57, -17.86)
O (4.29, -15.14, -17.77)
H (3.71, -15.35, -18.51)
H (4.25, -16.04, -17.46)

---

# 6
Molecular formula: C4H7NO2
Method: DFT, ωB97M-V with the def2-TZVPD basis set

Molecular weight, g/mol: 101.1
Total energy, eV: -9844.970
Energy relative to the best compared isomer or geometry (same formula, charge and spin), eV: 2.309
Frontier orbital gap, eV: 11.0

Atoms and positions in Å:
C (0.85, 0.43, 1.45)
C (1.39, 1.32, 0.37)
C (-0.26, -1.44, -1.60)
N (-1.02, -1.58, -0.59)
C (-2.74, 0.66, -0.10)
O (-2.08, 1.54, 0.20)
O (1.20, 1.18, -0.82)
H (0.17, -0.33, 1.05)
H (0.32, 1.06, 2.19)
H (1.68, -0.04, 1.98)
H (2.02, 2.16, 0.72)
H (0.57, -0.74, -1.53)
H (-0.41, -1.95, -2.56)
H (-1.79, -2.22, -0.79)